Density functional theory data (wB97M-V/def2-TZVPD) for 5 unconnected molecules or ions with the total composition C14H30N2O13S in a non-equilibrium geometry.

Calculated values
Energy above the lowest of the compared OMol25 structures with the same formula, charge and spin = 56.3 kcal/mol
HOMO energy = -8.90 eV
HOMO-LUMO gap = 8.6534 eV
Calculated total energy = -2036.78670 Ha
Max |F| = 12.6 eV/A

Positions of all 60 atoms, in Å:
S  0.65  3.57  2.10
O  -2.75  -5.09  -1.92
O  -3.95  1.59  -0.59
O  -4.30  1.16  1.51
O  0.40  -1.37  3.64
O  1.78  -1.20  2.08
O  0.15  1.10  -2.67
O  -6.08  1.94  0.18
O  2.20  0.51  -2.96
O  1.53  4.47  0.95
O  0.64  -0.15  -4.42
O  -0.51  3.21  1.36
O  -0.27  -0.51  1.72
O  0.43  4.49  3.18
N  0.62  -4.02  -0.48
N  0.64  -0.93  2.51
C  2.02  -4.70  -0.74
C  -0.39  -4.74  -1.28
C  0.69  -2.55  -0.88
C  -3.06  0.63  1.39
C  2.23  1.33  -1.77
C  -4.89  1.62  0.41
C  1.77  2.32  2.52
C  0.35  -4.07  0.99
C  0.99  0.50  -3.42
C  0.82  5.75  0.57
C  0.69  1.41  -1.47
C  -2.76  1.19  0.01
C  -1.86  -4.44  -0.98
C  1.79  6.35  -0.58
H  -2.97  -0.35  1.45
H  -0.06  -2.00  -0.32
H  1.88  -5.66  -0.82
H  0.71  -2.33  -1.92
H  0.32  0.47  -0.81
H  -2.03  -3.34  -1.25
H  -2.00  2.05  -0.05
H  2.44  -4.10  -1.60
H  -3.57  -4.86  -1.66
H  -0.27  -4.73  -2.44
H  -2.32  0.41  -0.80
H  1.87  1.80  1.74
H  1.81  5.77  -1.30
H  -0.73  -3.65  1.42
H  0.47  2.42  -0.99
H  -0.43  -5.95  -1.15
H  0.61  -4.92  1.33
H  2.47  2.42  -1.94
H  1.23  1.45  3.01
H  2.67  -4.54  0.11
H  2.92  1.11  -0.84
H  1.02  -3.46  1.67
H  2.90  6.26  -0.08
H  -2.61  1.06  2.20
H  -2.16  -4.46  0.03
H  1.51  7.51  -0.68
H  1.54  -2.05  -0.36
H  -0.31  5.48  0.48
H  2.59  2.73  3.01
H  0.91  6.10  1.58

***

Density functional theory data (wB97M-V/def2-TZVPD) for a molecular structure, C39H63AgN3O2.

Calculated values
Charge = -1
HOMO energy = -3.69 eV
HOMO-LUMO gap = 6.2349 eV
Calculated total energy = -1985.67674 Ha
Max |F| = 0.6 eV/A

Positions of all 108 atoms, in Å:
Ag  0.01  -0.71  -0.73
O  2.23  -0.43  -0.07
O  -2.28  -0.42  -0.34
N  0.00  -2.66  -1.83
N  0.09  1.87  -0.38
N  0.00  -0.49  1.76
C  1.39  2.49  -0.59
C  -1.63  -5.65  -1.89
C  -3.52  -5.01  4.05
C  -1.35  -0.68  2.31
C  -3.68  -2.36  -0.19
C  -2.67  -2.81  2.38
C  -0.43  -5.13  -1.09
C  -0.94  2.50  -1.19
C  0.84  -5.92  -1.44
C  -0.30  1.89  1.03
C  -3.95  -6.20  1.91
C  5.37  -2.14  -1.83
C  4.47  -5.30  3.09
C  -5.68  -4.68  2.89
C  1.90  -2.22  1.45
C  0.97  -1.43  2.36
C  4.57  -6.37  0.86
C  2.30  -3.46  1.91
C  3.47  -3.32  -2.94
C  2.44  -1.67  0.24
C  3.26  -2.55  -0.55
C  -4.17  -4.88  2.67
C  3.84  -2.21  -1.94
C  -4.36  -2.07  -1.54
C  -4.09  -3.44  0.59
C  -3.61  -3.70  1.87
C  -2.69  -1.46  0.32
C  -5.38  -3.14  -1.92
C  3.18  -4.28  1.21
C  3.37  -0.89  -2.56
C  2.48  -6.50  2.17
C  3.62  -3.79  -0.02
C  0.45  0.90  1.91
C  -5.10  -0.72  -1.44
C  -2.21  -1.72  1.64
C  -0.72  -5.22  0.41
C  -3.33  -1.99  -2.68
C  3.67  -5.60  1.81
C  -0.19  -3.73  -1.45
H  0.34  1.22  2.96
H  -3.95  -5.86  4.58
H  -2.53  -5.09  -1.63
H  -4.35  -7.04  2.49
H  -1.45  -5.56  -2.97
H  -1.88  0.26  2.21
H  1.70  -5.52  -0.89
H  -5.83  -2.87  -2.88
H  2.17  1.87  -0.15
H  5.47  -5.80  0.61
H  1.43  3.50  -0.15
H  -0.15  2.90  1.44
H  -5.82  -0.75  -0.61
H  3.81  -0.79  -3.55
H  -5.65  -0.52  -2.37
H  -6.10  -5.48  3.50
H  -4.83  -4.11  0.18
H  -3.83  -1.73  -3.62
H  -6.19  -3.21  -1.19
H  5.81  -1.86  -2.80
H  -2.28  -2.94  3.38
H  -2.89  -6.37  1.75
H  -0.89  -6.27  0.67
H  0.70  -6.97  -1.17
H  -1.86  1.92  -1.11
H  -4.45  -6.18  0.94
H  2.82  -7.42  2.66
H  1.59  2.56  -1.65
H  3.79  -4.30  -2.60
H  5.30  -4.63  2.87
H  1.58  -0.88  3.09
H  -1.79  -6.70  -1.65
H  -1.29  -0.89  3.39
H  3.84  -4.82  3.84
H  -1.60  -4.65  0.67
H  1.50  0.92  1.66
H  1.89  -3.80  2.86
H  1.78  -6.00  2.84
H  5.80  -3.10  -1.53
H  -0.63  2.52  -2.23
H  -3.68  -4.11  4.65
H  4.28  -4.42  -0.61
H  4.87  -6.23  3.52
H  2.28  -0.86  -2.66
H  3.66  -0.03  -1.95
H  1.06  -5.86  -2.51
H  -4.39  0.08  -1.26
H  4.88  -7.31  1.32
H  -2.58  -1.23  -2.47
H  -2.82  -2.95  -2.81
H  2.39  -3.34  -3.09
H  4.05  -6.61  -0.08
H  -2.44  -5.17  3.96
H  0.40  -2.16  2.93
H  -5.87  -3.72  3.38
H  5.67  -1.39  -1.10
H  0.13  -4.85  0.99
H  -1.37  1.68  1.06
H  -6.22  -4.67  1.93
H  -4.92  -4.12  -2.04
H  1.93  -6.78  1.26
H  -1.14  3.54  -0.87
H  3.95  -3.12  -3.91

***

Density functional theory data (wB97M-V/def2-TZVPD) for a molecular structure, C2H4ClF in a non-equilibrium geometry.

Calculated values
Energy above the lowest of the compared OMol25 structures with the same formula, charge and spin = 53.5 kcal/mol
HOMO energy = -9.63 eV
HOMO-LUMO gap = 10.7203 eV
Calculated total energy = -638.57829 Ha
Max |F| = 4.6 eV/A

Positions of all 8 atoms, in Å:
Cl  -1.94  0.30  0.28
F  1.95  0.03  0.11
C  -0.67  -0.76  -0.03
C  0.79  0.60  -0.05
H  0.49  1.05  0.82
H  -0.86  -1.15  -1.07
H  0.72  1.39  -0.87
H  -0.47  -1.47  0.79

***

Density functional theory data (wB97M-V/def2-TZVPD) for 6 unconnected molecules or ions with the total composition C5H22NO5S in a non-equilibrium geometry.

Calculated values
Energy above the lowest of the compared OMol25 structures with the same formula, charge and spin = 47.6 kcal/mol
Charge = -1
HOMO energy = -3.87 eV
HOMO-LUMO gap = 7.0764 eV
Calculated total energy = -1032.82750 Ha
Max |F| = 4.1 eV/A

Positions of all 34 atoms, in Å:
S  0.77  -0.22  -1.99
O  1.21  3.55  0.05
O  0.85  1.43  2.12
O  3.47  0.88  -0.33
O  -1.85  1.83  -1.93
O  -0.93  -0.81  3.51
N  -0.94  -1.11  0.69
C  -2.22  0.91  1.03
C  0.63  -2.71  -0.43
C  0.62  -2.03  -1.83
C  -2.18  -0.49  0.41
C  -0.78  -2.52  0.18
H  -1.41  1.63  0.58
H  -0.96  -1.39  2.68
H  -0.19  -0.51  0.24
H  1.34  3.56  1.00
H  -0.61  0.05  3.32
H  -2.45  -0.57  -0.70
H  1.31  -2.46  -2.53
H  1.42  -2.31  0.21
H  -0.95  -3.13  1.15
H  -1.87  0.85  2.11
H  -1.03  1.27  -2.08
H  -3.12  1.36  0.61
H  -0.37  -2.29  -2.42
H  0.73  -3.81  -0.52
H  -1.37  -2.90  -0.80
H  -1.73  2.19  -1.03
H  1.94  3.04  -0.39
H  3.29  0.02  -0.80
H  3.00  1.44  -1.05
H  -3.06  -1.14  0.79
H  0.14  1.23  1.50
H  1.79  1.10  1.70